Density functional theory data (wB97M-V/def2-TZVPD) for 14 unconnected molecules or ions with the total composition C52H108N4O24.

Structure (ORCA input):
```
! wB97M-V def2-TZVPD RIJCOSX def2/J DEFGRID3
* xyz 0 1
O 5.09179 -14.21088 -5.73523
O 6.42504 -20.44375 -1.37730
O 10.32634 -20.18307 2.55359
O 2.11861 -15.12876 -3.29144
O 9.26107 -15.71310 -2.50872
O 8.26813 -21.53255 5.66509
O 1.57189 -12.20344 0.78958
O 3.19648 -21.48513 3.86562
O 5.06078 -15.67296 0.30028
O 8.17770 -14.73287 8.77797
O 6.26301 -11.61836 3.00460
O 6.89726 -9.96941 1.55457
O 1.70533 -11.11436 -1.26664
O 8.98886 -16.64695 9.70474
O 4.61684 -9.64550 6.27609
O 9.08595 -18.40197 1.82394
O 3.62785 -17.74072 6.07908
O 1.64288 -17.24599 -2.60210
O 9.80142 -15.66113 5.53822
O 11.08695 -14.26449 -2.18532
O 6.74033 -15.85186 1.91874
O 6.33571 -10.69837 7.16693
O 8.80047 -20.60327 7.63692
O 6.26318 -13.75107 -3.83989
N 6.78176 -21.30939 -3.45976
N 3.73171 -19.86996 2.38040
N 2.70323 -15.62662 6.14410
N 10.11509 -13.33876 5.46331
C 8.13180 -20.29467 5.00997
C 8.86878 -13.83170 9.57060
C 10.80679 -17.02801 2.38760
C 11.82412 -14.86078 -3.24696
C 8.49226 -12.40723 9.06834
C 9.39337 -14.23443 -0.54512
C 6.02568 -10.72824 2.18278
C 7.49979 -13.72989 -5.83121
C 6.15241 -16.10498 0.67581
C 2.30661 -13.27885 0.32565
C 7.64565 -16.86117 7.85111
C 8.69025 -21.54971 6.88014
C 7.84324 -9.05672 6.55628
C 1.47837 -11.14362 -0.04520
C 4.13172 -18.51951 2.28900
C 0.09592 -15.51750 -2.06300
C 8.37015 -16.05627 8.85669
C 8.68246 -20.75490 1.03400
C 6.94656 -9.55761 7.68453
C 8.87905 -9.62050 2.89482
C 3.63665 -20.58178 1.09546
C 4.98213 -12.02468 5.78432
C 3.30270 -16.71779 6.66685
C 7.75824 -21.63877 -4.43849
C 9.40818 -13.20926 4.21742
C 2.05293 -14.45325 1.24371
C 2.30241 -15.48377 4.71287
C 6.14813 -13.90830 -5.16740
C 10.64588 -12.08765 6.03642
C 9.42313 -17.42375 2.82710
C 2.84608 -17.83846 -3.06347
C 5.27461 -10.67639 6.43493
C 2.12997 -14.54836 6.98930
C 8.33397 -10.26845 1.66975
C 6.78454 -19.66525 5.49211
C 3.59948 -20.37329 3.60672
C 13.26262 -15.12725 -2.79594
C 4.56333 -10.53256 1.72627
C 6.05605 -15.07663 2.89321
C 8.91154 -22.95181 7.36476
C 3.89543 -17.82205 -1.97214
C 7.19817 -20.88432 -2.23567
C 1.39569 -15.94127 -2.71276
C 9.40933 -19.75938 1.93768
C 5.14131 -13.81026 -3.01745
C 9.85590 -14.82822 -1.87531
C 0.91937 -9.92734 0.74890
C 5.38352 -21.30652 -3.89608
C 6.04679 -15.78604 4.23885
C 10.20967 -14.59194 6.00243
C 6.93605 -17.03105 -0.19631
C 4.47443 -12.45557 -2.87172
H 8.32418 -14.27786 -5.37491
H 6.52067 -17.09012 -1.20233
H 3.41944 -18.30726 -1.12002
H 5.71476 -16.81688 4.11549
H 7.54388 -9.81554 8.55905
H 3.23571 -21.56451 1.34362
H 11.29969 -11.60104 5.31265
H 3.00922 -20.10669 0.34132
H 7.42116 -13.98786 -6.88732
H 7.52804 -11.97924 9.34258
H 7.27882 -8.51517 5.79716
H 3.35772 -12.99053 0.31396
H 6.74912 -19.37365 6.54178
H 4.29989 -11.97394 4.93575
H 7.73919 -17.94654 7.88761
H 8.81744 -14.05879 10.63545
H 10.06923 -14.45288 0.28168
H 7.66053 -20.39981 0.90108
H 0.11148 -14.43286 -2.16989
H 8.15464 -9.58879 3.70865
H 8.57197 -12.37560 7.98172
H 8.78269 -12.33404 4.39311
H 5.36907 -14.30113 -2.07127
H 9.43820 -13.15097 -0.65556
H 10.79583 -16.57197 1.39764
H 1.96129 -13.58357 -0.66228
H 2.43688 -13.66914 6.42284
H 1.04005 -14.54680 6.97619
H 5.89209 -20.28301 5.39201
H 0.12243 -10.23366 1.42650
H 8.36484 -9.86045 6.03662
H 11.38831 -15.78585 -3.62434
H 3.74897 -18.03592 3.18774
H 9.85509 -23.04204 7.90297
H 4.71347 -20.98691 -3.09797
H 4.61498 -20.60406 0.61539
H 2.52710 -14.47137 2.22499
H 1.63843 -9.34828 1.32833
H 9.03797 -20.68152 0.00622
H 2.89861 -16.07350 4.01654
H 1.02325 -14.81061 1.23116
H 1.32449 -15.88319 4.44411
H 9.96572 -13.07806 3.29004
H 8.58938 -8.39709 6.99929
H 8.79229 -23.71517 6.59589
H 9.70267 -10.22691 3.27165
H 8.66954 -13.98053 3.99916
H 9.81427 -11.40622 6.21578
H 6.61143 -18.76067 4.90913
H 4.43304 -9.48688 2.00496
H 9.24628 -11.80866 9.57949
H 8.89647 -9.86714 0.82674
H 3.94349 -19.69453 4.40242
H 2.55490 -15.29376 0.76447
H 5.89496 -12.51097 5.44026
H 3.94347 -11.26584 2.24218
H 4.45726 -10.63433 0.64622
H 9.34946 -17.88768 3.81069
H 5.16840 -11.72721 -2.45222
H 2.59572 -14.49733 7.97346
H 5.01273 -15.03736 2.58009
H 0.07880 -15.85950 -1.02818
H 8.77773 -16.54717 2.77070
H 11.73291 -14.11574 -4.03734
H 3.31218 -16.63627 7.76478
H 8.15122 -23.13433 8.12416
H 2.37724 -14.44978 4.37614
H 10.73031 -14.55517 6.97185
H 3.23932 -17.31370 -3.93416
H 11.53990 -17.80046 2.15528
H 8.74589 -21.81103 1.29605
H 13.31285 -15.32259 -1.72477
H 4.48786 -12.74722 6.43373
H 6.58129 -16.62704 7.87164
H 5.09747 -22.25784 -4.34469
H 7.63934 -22.50885 -5.08419
H 13.87615 -14.26036 -3.04126
H 8.41790 -14.41873 -0.09502
H 8.74785 -21.80156 -4.01156
H 3.66650 -12.51802 -2.14271
H 8.29126 -20.88231 -2.10389
H 7.79370 -12.68053 -5.80747
H 6.82545 -18.03687 0.20889
H 8.91561 -19.56033 5.19567
H 3.79324 -17.94886 1.42419
H 11.29637 -16.35041 3.08708
H 4.07001 -12.15737 -3.83900
H 9.31664 -8.62388 2.83666
H 6.52967 -14.09918 2.98470
H 8.01328 -16.48007 6.89838
H 13.78151 -16.00335 -3.18492
H 0.36080 -9.29820 0.05588
H 5.22034 -18.46612 2.27697
H 8.09894 -20.48936 3.93800
H 2.73008 -18.88960 -3.32759
H 5.47285 -15.36290 5.06326
H 4.67808 -18.48928 -2.33320
H 7.95266 -20.82970 -5.14255
H 5.21808 -20.52067 -4.63309
H 11.31188 -12.15171 6.89691
H 4.39691 -16.85534 -1.92631
H 6.19731 -8.83704 8.01242
H 8.51104 -11.34361 1.64178
H 6.99096 -15.85064 4.77965
H 9.91967 -14.01904 9.35008
H 4.51425 -14.57841 -3.47004
H 7.96899 -16.68317 -0.18556
H -0.69480 -15.99328 -2.64308
*
```

For the LUMO energy, the calculation gives 0.2221 eV. The max |F| comes out at 0.068 hartree/bohr. The frontier orbital gap is 8.98 eV.

These are the Mulliken partial charges, in e, on atoms 1 to 2: -0.590 -0.434